Record 1
The following is a quantum chemistry calculation of C22H44O44S11 as an isolated structure at a distorted geometry, from the Open Molecules 2025 dataset.

Summary:
HOMO energy ... -9.7 eV
Energy relative to the best compared isomer or geometry (same formula, charge and spin) ... 238.0 kcal/mol

```
121
Properties=species:S:1:pos:R:3:mulliken_charge:R:1
C -8.6109 -14.1063 -17.1735 -0.232
C -8.0482 -12.9472 -16.3108 -0.201
O -6.7061 -13.2486 -16.0283 -0.320
S -6.1549 -14.5546 -16.8807 0.930
O -5.1690 -15.3519 -16.0678 -0.507
O -5.6852 -14.0019 -18.1474 -0.202
O -7.6874 -15.1178 -16.8601 -0.416
H -8.6394 -14.0338 -18.2608 0.043
H -9.5861 -14.4897 -16.8733 0.310
H -8.5735 -12.9500 -15.3558 0.290
H -8.1475 -12.0300 -16.8914 0.242
C -3.5972 -8.4748 -15.5215 -0.674
C -2.2240 -8.9971 -15.7186 0.065
O -2.2901 -9.3833 -17.0721 -0.224
S -3.7671 -9.0263 -17.8838 1.029
O -4.6424 -10.2317 -17.9131 -0.286
O -3.6300 -8.2566 -19.1382 -0.590
O -4.2590 -8.0832 -16.6921 -0.374
H -3.6018 -7.6302 -14.8325 0.351
H -4.3184 -9.1535 -15.0660 0.272
H -2.0748 -9.8395 -15.0431 0.139
H -1.5458 -8.1457 -15.6605 0.291
C -6.5243 -13.0149 -24.7523 -0.311
C -5.9865 -13.6630 -25.9886 -0.662
O -5.0658 -14.5747 -25.3850 -0.442
S -4.0578 -13.7818 -24.2212 1.049
O -2.9963 -12.9823 -24.9165 -0.537
O -3.6328 -14.7321 -23.2082 -0.410
O -5.3961 -12.8968 -23.8336 -0.141
H -6.9570 -13.8933 -24.2734 0.331
H -7.2103 -12.2238 -25.0550 0.373
H -5.4733 -12.9339 -26.6157 0.346
H -6.8972 -14.0669 -26.4308 0.381
C -1.5714 -11.9654 -19.2480 0.160
C -2.8910 -12.3031 -20.0456 0.002
O -2.5629 -12.7188 -21.3427 -0.107
S -1.0499 -13.3404 -21.3239 0.922
O -0.2091 -12.5763 -22.2432 -0.572
O -1.0734 -14.7688 -21.4370 -0.401
O -0.6173 -12.8273 -19.7899 -0.355
H -1.4756 -12.1188 -18.1731 -0.030
H -1.1527 -10.9702 -19.3973 0.262
H -3.5426 -11.4347 -19.9484 -0.094
H -3.5351 -13.0757 -19.6255 0.135
C 1.2775 -16.1763 -24.7203 -0.351
C -0.1724 -16.3377 -24.1489 0.376
O -0.0877 -17.5413 -23.4067 -0.249
S 1.3954 -18.2213 -23.3339 1.166
O 1.3941 -19.6861 -23.2899 -0.558
O 2.1960 -17.6126 -22.2152 -0.553
O 1.8581 -17.5030 -24.7099 -0.356
H 1.9458 -15.4696 -24.2281 0.256
H 1.1392 -15.6352 -25.6563 0.302
H -0.9167 -16.4234 -24.9406 0.227
H -0.6528 -15.4932 -23.6547 -0.219
C 3.2864 -11.9181 -15.6840 -0.264
C 2.3003 -11.9568 -14.5467 -0.027
O 1.3849 -10.7763 -14.6591 -0.386
S 1.3905 -10.2080 -16.1732 0.922
O 1.2859 -8.7222 -16.2404 -0.654
O 0.3623 -10.8087 -17.0362 -0.029
O 2.9591 -10.6734 -16.3632 -0.333
H 3.0816 -12.7236 -16.3893 0.299
H 4.2761 -11.8793 -15.2290 0.295
H 2.7045 -11.7814 -13.5497 0.320
H 1.5483 -12.7212 -14.7421 -0.009
C 1.3419 -9.6289 -20.8503 -0.415
C 1.5622 -8.3675 -20.0393 0.239
O 2.9404 -8.0287 -20.4185 -0.433
S 3.6093 -9.0407 -21.5740 1.154
O 4.2754 -10.0933 -20.7850 -0.559
O 4.2065 -8.3215 -22.6915 -0.527
O 2.1425 -9.6181 -21.9782 -0.190
H 0.3336 -9.4417 -21.2195 0.303
H 1.3096 -10.5998 -20.3559 0.165
H 1.4774 -8.5798 -18.9735 -0.044
H 0.9006 -7.5943 -20.4298 0.279
C -7.2500 -12.5342 -21.0948 0.628
C -8.3403 -12.0265 -22.0229 -0.684
O -7.8970 -10.7317 -22.4700 -0.382
S -6.8441 -10.0163 -21.4571 1.141
O -7.3968 -9.0932 -20.5258 -0.558
O -5.7087 -9.4707 -22.2093 -0.580
O -6.4210 -11.4287 -20.6920 -0.141
H -6.6367 -13.3095 -21.5542 0.171
H -7.6819 -12.8284 -20.1383 -0.425
H -9.0583 -11.7980 -21.2353 0.516
H -8.8298 -12.7668 -22.6557 0.381
C 0.4431 -17.5886 -17.9831 -0.237
C -0.1170 -16.7234 -19.1548 -0.437
O -0.1402 -17.6405 -20.1823 -0.214
S -0.5865 -19.1692 -19.6534 1.112
O -0.1710 -20.2578 -20.5387 -0.517
O -1.9933 -19.2035 -19.2134 -0.595
O 0.4056 -18.9638 -18.3669 -0.404
H -0.0664 -17.5064 -17.0230 0.209
H 1.3732 -17.0874 -17.7150 0.356
H 0.2143 -15.7139 -19.3982 0.428
H -1.1896 -16.5568 -19.0553 0.290
C -2.7090 -15.2284 -14.1471 -0.560
C -2.8141 -13.7251 -14.5464 -0.005
O -1.7663 -13.4748 -15.4394 -0.252
S -1.5805 -14.7899 -16.3832 0.841
O -0.1761 -15.0817 -16.5906 -0.669
O -2.4817 -14.5220 -17.4956 -0.158
O -2.2232 -15.8408 -15.3591 -0.244
H -3.7361 -15.5585 -13.9915 0.335
H -2.1571 -15.4430 -13.2320 0.315
H -2.7574 -13.1125 -13.6466 0.428
H -3.7848 -13.6021 -15.0268 -0.103
C 1.6596 -9.8675 -27.6189 -0.279
C 2.0752 -9.2559 -26.2607 -0.455
O 2.6138 -10.2187 -25.3817 -0.284
S 1.9356 -11.7120 -25.7290 1.039
O 0.8304 -12.0170 -24.8176 -0.289
O 2.9710 -12.6962 -26.0000 -0.570
O 1.2368 -11.1455 -27.1659 -0.339
H 2.5265 -9.8935 -28.2792 0.290
H 0.9303 -9.1492 -27.9934 0.295
H 1.1675 -8.8163 -25.8474 0.241
H 2.8718 -8.5118 -26.2637 0.381
```

***

Record 2
The following is a quantum chemistry calculation of C22H45BBa2F4NO10 as an isolated structure at a distorted geometry, from the Open Molecules 2025 dataset.

Summary:
Total charge ... +3
HOMO energy ... -15.2 eV

```
85
Properties=species:S:1:pos:R:3:mulliken_charge:R:1
Ba 0.3262 3.5417 -1.5682 1.809
Ba -1.4032 -0.9851 -2.0994 1.858
B 0.0338 0.2740 0.6547 -0.165
F -1.3115 0.1430 0.6109 -0.234
F 0.5379 0.1671 1.8953 -0.264
F 0.4603 -0.6161 -0.3204 -0.355
F 0.4267 1.5036 0.1815 -0.060
C 3.4344 -2.6973 0.2149 0.024
C 3.9219 -3.9960 0.2388 -0.393
C 4.9876 -4.3384 1.0481 -0.524
C 5.5922 -3.3613 1.8431 -0.255
C 5.0799 -2.0506 1.7940 -0.369
C 4.0087 -1.7652 1.0246 -0.310
N 6.7788 -3.7108 2.7145 0.927
O 7.3848 -2.8219 3.3468 -0.564
O 7.1371 -4.8355 2.8767 -0.538
H 2.5554 -2.5034 -0.3819 0.183
H 3.3745 -4.7159 -0.3516 0.370
H 5.3439 -5.3473 1.1951 0.489
H 5.3708 -1.2071 2.4026 0.447
H 3.6035 -0.7659 1.0836 0.447
C 1.4372 -3.0718 -3.6880 -1.032
O 0.2745 -3.0078 -2.8617 -0.113
C 0.3079 -3.9162 -1.7135 -0.594
C -1.1367 -4.3238 -1.2245 -0.784
O -1.8007 -3.2665 -0.6302 0.044
C -2.9526 -3.6909 0.0797 -0.900
H 2.3980 -2.6473 -3.3968 0.304
H 1.2142 -2.5116 -4.5960 0.334
H 1.5044 -4.1163 -3.9922 0.377
H 0.8251 -3.5327 -0.8340 0.194
H 0.8825 -4.8424 -1.7115 0.610
H -0.9543 -5.1831 -0.5792 0.455
H -1.7862 -4.6497 -2.0369 0.347
H -3.1568 -3.1566 1.0076 0.275
H -2.8409 -4.7409 0.3497 0.345
H -3.9102 -3.6680 -0.4405 0.246
C -1.7747 5.8071 0.2817 -0.816
O -1.4513 4.4383 0.4538 0.042
C -2.4818 3.7337 1.2029 -0.370
C -2.2051 3.4855 2.6426 -0.607
O -1.9686 4.6732 3.3891 -0.404
C -1.8051 4.4361 4.7919 -0.710
H -1.8731 6.3464 1.2238 0.211
H -2.6304 5.9911 -0.3679 0.371
H -0.9660 6.2883 -0.2682 0.292
H -2.5607 2.7347 0.7740 -0.001
H -3.5158 4.0413 1.0474 0.378
H -1.4300 2.7216 2.7042 0.139
H -3.1052 3.0995 3.1210 0.661
H -0.9481 3.7735 4.9132 0.298
H -2.7255 4.0235 5.2051 0.319
H -1.7000 5.3351 5.3992 0.257
C 1.3308 3.7924 2.1929 -0.296
O 1.6056 4.3623 0.9127 -0.240
C 3.0439 4.5596 0.5979 -0.917
C 3.6698 3.1474 0.2652 -0.221
O 3.0100 2.6876 -0.9093 -0.104
C 3.5112 1.4626 -1.4768 -0.920
H 0.3688 4.1865 2.5208 -0.090
H 2.1592 4.1510 2.8037 0.462
H 1.1980 2.7106 2.1755 0.079
H 3.6028 5.0816 1.3746 0.419
H 3.1153 5.2299 -0.2587 0.309
H 3.4626 2.4465 1.0738 0.282
H 4.7461 3.3069 0.1996 0.492
H 2.9800 0.6725 -0.9459 0.238
H 4.5526 1.1610 -1.3641 0.373
H 3.4398 1.4731 -2.5644 0.320
C -3.4527 -2.7589 -4.3847 -0.758
O -3.5793 -1.8373 -3.3219 -0.178
C -4.6875 -0.9695 -3.2704 -0.566
C -5.1283 -0.8894 -1.7784 -0.806
O -3.9860 -0.6455 -0.8687 -0.084
C -4.4012 -0.3689 0.4959 -1.047
H -3.5750 -2.1818 -5.3012 0.411
H -4.0515 -3.6690 -4.3473 0.277
H -2.4370 -3.1513 -4.3352 0.184
H -5.5205 -1.4471 -3.7862 0.442
H -4.5492 0.0028 -3.7432 0.312
H -5.6686 -1.7927 -1.4951 0.384
H -5.9895 -0.2280 -1.6831 0.486
H -5.0167 -1.2352 0.7384 0.439
H -4.9637 0.5587 0.6024 0.327
H -3.5980 -0.3334 1.2320 0.300
```

***

- The highest HOMO energy belongs to which entry?
  C22H44O44S11

***

- HOMO energy of number 2 (C22H45BBa2F4NO10)?
  -15.2 eV

***

- What is the HOMO energy in the second record?
  -15.2 eV